Entry 1:
Entry from OMol25: C12H31FN3O8S2 as an isolated structure (wB97M-V/def2-TZVPD).

```
57
Properties=species:S:1:pos:R:3:forces:R:3:nbo_charge:R:1
S 5.6044 4.9494 -4.5910 -0.12 0.08 -0.14 2.194
S 2.8865 4.6159 -4.8445 -0.12 0.17 -0.06 2.537
F 1.8108 4.8131 -3.6843 0.01 -0.03 -0.01 -0.514
O 2.4801 1.1534 -1.9411 0.02 -0.11 0.03 -0.542
O 2.7139 3.2516 -5.2412 0.01 -0.01 0.00 -0.956
O -1.1373 0.0995 2.4859 -0.06 -0.01 0.11 -0.563
O -4.5274 -0.1785 5.4950 0.01 0.00 0.01 -0.550
O 6.5442 4.3540 -3.6797 0.04 0.01 0.02 -0.974
O 5.6526 4.5727 -5.9830 0.08 -0.02 0.08 -0.978
O 2.5531 5.6348 -5.7949 0.01 -0.02 0.00 -0.954
O 0.2673 -2.6352 -3.6145 0.01 0.04 0.00 -0.552
N 4.1504 4.9058 -3.9710 0.06 -0.18 0.14 -1.270
N 0.7501 -1.2611 -1.0704 0.06 -0.03 -0.08 -0.639
N -1.9801 -1.6887 4.6033 -0.04 0.08 -0.01 -0.627
C 1.3094 1.2281 -1.1648 -0.01 0.03 -0.02 -0.077
C -4.4548 -1.5601 5.1952 0.01 0.01 -0.03 -0.080
C -3.0744 -2.1621 5.4357 0.02 -0.04 0.02 -0.241
C -1.0037 -1.3158 2.4038 0.06 -0.04 -0.05 -0.071
C 1.1634 -3.7111 -3.4612 0.01 -0.04 -0.01 -0.245
C -0.0142 0.7499 3.0450 0.14 0.02 -0.08 -0.252
C -0.5006 -1.2308 -1.8086 -0.03 0.02 -0.01 -0.241
C 1.0515 -0.0308 -0.3457 -0.09 -0.02 0.09 -0.249
C -2.1139 -1.9786 3.1860 -0.03 0.00 -0.01 -0.240
C -0.6962 -2.5184 -2.5777 -0.01 -0.05 0.05 -0.065
C 2.3140 0.6787 -3.2674 -0.02 0.06 0.00 -0.248
C -4.2609 0.6951 4.4146 -0.01 0.01 -0.01 -0.246
H -3.0701 -1.6418 2.7590 0.00 -0.01 -0.01 0.164
H -1.8711 -0.6885 4.7224 0.01 -0.02 0.02 0.358
H 0.2162 0.1633 0.3381 0.04 0.03 -0.06 0.188
H -5.1617 -2.0597 5.8629 -0.01 0.01 0.00 0.183
H 1.9401 -0.2149 0.2644 0.00 -0.01 0.01 0.195
H 1.4480 2.0573 -0.4643 0.01 0.02 -0.02 0.185
H 0.4504 1.4828 -1.7983 -0.01 -0.02 0.01 0.163
H -0.1886 1.8217 2.9709 -0.02 0.00 0.00 0.195
H 0.6352 -4.6714 -3.4213 0.00 0.00 -0.02 0.159
H 5.8756 6.2736 -4.5498 0.00 -0.01 -0.05 -0.082
H -1.6919 -2.5282 -3.0311 0.01 -0.01 -0.03 0.177
H -4.7955 -1.7326 4.1671 0.01 -0.02 0.00 0.160
H -2.0554 -3.0617 3.0374 0.00 0.00 0.01 0.191
H 1.7714 -3.6169 -2.5546 -0.02 0.01 0.01 0.167
H 0.8966 0.5019 2.4907 0.00 0.06 0.04 0.177
H -3.1965 0.9198 4.3046 0.00 -0.03 -0.01 0.170
H -0.6173 -3.3710 -1.8943 -0.02 0.02 0.01 0.168
H -4.7937 1.6256 4.6079 0.01 0.00 0.01 0.187
H -3.1549 -3.2484 5.3127 0.01 0.00 0.00 0.185
H -1.3265 -1.1248 -1.0955 0.01 0.03 0.01 0.183
H 1.8201 -3.7057 -4.3293 0.01 0.00 0.01 0.194
H 0.1421 0.4822 4.0965 -0.06 -0.04 0.00 0.164
H 1.5046 -1.4557 -1.7191 0.00 0.04 0.01 0.362
H 2.4380 -0.4091 -3.3305 -0.01 0.00 0.00 0.141
H 3.0562 1.1696 -3.8913 0.01 -0.01 0.01 0.228
H -1.0585 -1.6170 1.3535 0.04 0.03 0.00 0.189
H -2.8068 -1.9794 6.4792 0.00 0.00 0.00 0.200
H -4.6159 0.2759 3.4679 -0.03 0.02 0.00 0.166
H -0.5743 -0.3932 -2.5160 0.00 -0.01 -0.01 0.179
H 1.3249 0.9394 -3.6557 0.02 0.02 -0.03 0.168
H -0.0289 -1.6240 2.7925 -0.03 -0.04 0.02 0.181
```
Forces are in eV/Å.

Values from the calculation:
Charge ... -1
HOMO energy ... -6.11 eV

---

Entry 2:
Entry from OMol25: a 2-piece molecular cluster, C3H11NOS2 overall in a non-equilibrium geometry (wB97M-V/def2-TZVPD).

```
18
Properties=species:S:1:pos:R:3:forces:R:3:nbo_charge:R:1
S -4.4052 -1.3462 1.1211 0.19 -0.04 0.12 -0.126
S -2.7082 -0.5663 1.9728 -0.06 -0.05 0.03 0.096
O 3.7174 -0.1794 -2.3887 -0.44 -0.16 0.36 -0.943
N 1.7244 1.1774 -0.2702 -0.30 -0.49 -0.07 -0.864
C 0.4141 0.4974 -0.4374 1.60 0.14 0.07 -0.214
C -0.3853 0.3541 0.8333 -0.69 -0.64 0.41 -0.424
C -1.4713 -0.7346 0.6651 0.26 0.85 -0.64 -0.535
H 3.0658 -0.3880 -1.6951 0.37 0.11 -0.26 0.477
H 3.6452 0.7782 -2.4163 0.11 0.10 -0.07 0.465
H -4.2296 -2.6132 1.5277 -0.09 -0.06 -0.06 0.124
H -0.1250 1.0769 -1.1583 -0.58 0.12 -0.52 0.194
H 0.2428 0.1052 1.6941 0.14 0.06 -0.11 0.200
H 0.6475 -0.4712 -0.8894 -0.40 -0.15 0.11 0.177
H 2.0349 1.1452 0.6898 0.07 0.21 -0.01 0.362
H 1.7278 2.1206 -0.6217 -0.08 0.15 0.26 0.365
H -1.0350 -1.7284 0.6026 -0.05 -0.11 0.17 0.214
H -0.9050 1.2827 1.0615 0.13 0.21 0.08 0.213
H -1.9552 -0.5102 -0.2911 -0.18 -0.26 0.14 0.219
```
Forces are in eV/Å.

Values from the calculation:
SMILES string ... NCCCSS.O
HOMO energy ... -9.28 eV

---

Entry 3:
Entry from OMol25: a 2-piece molecular cluster, C3H8NO2S overall in a non-equilibrium geometry (wB97M-V/def2-TZVPD).

```
15
Properties=species:S:1:pos:R:3:forces:R:3:mulliken_spin:R:1
S 2.9955 -1.1329 0.1061 -1.93 -3.29 2.38 1.444
O 3.1012 1.4039 -0.1499 2.90 0.24 0.63 0.014
O 1.0651 0.5921 -0.0615 -4.65 0.06 0.09 0.093
N -1.0368 -1.2936 -0.2687 0.83 2.40 0.43 0.055
C 2.2315 0.4592 -0.0183 2.83 0.80 -1.83 0.194
C -2.1944 -0.8614 0.1256 3.67 1.58 -0.55 0.018
C -2.2675 0.5875 0.3141 1.77 0.51 0.37 0.002
H -1.2188 1.0812 0.1670 -2.43 -0.53 -0.11 0.000
H -3.1459 0.9717 -0.1338 -0.51 0.70 -1.92 0.000
H -2.9650 -1.5040 0.3067 -2.07 -1.76 0.39 0.001
H -0.7402 -2.2590 -0.3529 -0.35 -0.03 -0.09 -0.008
H 4.1402 -0.7390 -0.4747 1.81 1.54 -1.44 0.222
H 2.9429 2.2739 -0.4993 -1.08 0.66 0.04 -0.002
H -2.6568 0.8980 1.2614 0.38 -0.48 1.57 0.001
H -0.2509 -0.4776 -0.3219 -1.16 -2.40 0.05 -0.032
```
Forces are in eV/Å.

Values from the calculation:
Charge ... +1
HOMO energy (alpha / beta) ... -8.22 / -15.31 eV
Spin multiplicity ... 3

---

Entry 4:
Entry from OMol25: C8H14N2O6Sc as an isolated structure in a non-equilibrium geometry (wB97M-V/def2-TZVPD).

```
31
Properties=species:S:1:pos:R:3:forces:R:3:nbo_charge:R:1
Sc -0.1342 -0.0316 0.7159 0.77 1.15 1.68 1.735
O -1.1603 -1.2973 -0.6084 -0.17 -0.31 -0.39 -0.679
O -0.0619 1.4667 -0.3564 -0.18 1.73 -1.07 -0.802
O 1.9210 0.3078 1.3474 0.50 -0.16 0.15 -0.730
O 0.6676 2.7969 -2.0098 -0.09 -0.10 0.13 -0.540
O 0.3118 -1.9877 0.8348 0.34 -1.24 -0.03 -0.678
O -1.6528 0.4374 1.8562 -1.12 0.26 0.64 -0.711
N -3.5753 -0.3725 1.0371 0.15 -0.01 -0.04 -0.727
N 1.4309 -0.5629 -1.2578 -0.10 -0.07 -0.13 -0.452
C -3.6272 1.7377 2.2225 0.06 0.07 0.06 -0.708
C 0.9555 0.4187 -2.2384 -0.08 0.22 0.17 -0.341
C -2.9008 0.5502 1.6925 -0.34 0.07 0.14 0.750
C 2.8180 -0.3745 -0.8197 -0.13 0.04 0.33 -0.248
C 0.5055 1.7141 -1.5233 0.40 -0.04 -0.65 0.785
C 0.9828 -1.9619 -1.4487 -0.10 0.03 0.08 -0.301
C 2.9291 -0.5161 0.6991 0.06 -0.15 -0.33 -0.083
C -0.0771 -1.9059 -0.3691 0.02 -1.61 -0.81 0.747
H 1.7664 -2.6735 -1.2028 0.03 0.01 -0.02 0.233
H -4.6966 1.5625 2.3060 0.00 0.01 0.00 0.240
H -3.0756 -1.1319 0.5950 0.04 -0.07 -0.04 0.437
H 0.0707 0.0271 -2.7414 0.02 -0.05 -0.01 0.243
H 2.7284 -1.5357 1.0145 -0.01 0.01 0.07 0.219
H 1.7053 0.6657 -2.9902 0.01 -0.02 -0.01 0.231
H 0.5829 -2.1482 -2.4417 0.03 0.02 -0.02 0.237
H -3.4561 2.5722 1.5383 0.01 -0.03 -0.02 0.273
H 3.4938 -1.0900 -1.2955 0.05 0.03 -0.04 0.221
H 3.9189 -0.2219 1.0433 -0.02 0.01 0.06 0.214
H -3.2135 2.0222 3.1870 0.00 -0.05 0.02 0.265
H 2.2780 1.1959 1.4484 -0.11 0.20 0.06 0.522
H -4.5647 -0.2934 0.8755 -0.04 0.08 0.06 0.425
H 3.1298 0.6298 -1.1106 -0.01 0.00 -0.04 0.224
```
Forces are in eV/Å.

Values from the calculation:
Charge ... +1
HOMO energy ... -12.94 eV

---

Entry 5:
Entry from OMol25: a 2-piece molecular cluster, CH3N2PS overall in a non-equilibrium geometry (wB97M-V/def2-TZVPD).

```
8
Properties=species:S:1:pos:R:3:forces:R:3:nbo_charge:R:1
S 1.1821 2.0666 1.0362 -0.63 -1.12 -0.59 -0.377
P 0.5231 -0.8702 -0.0901 0.42 1.16 0.76 0.947
N -1.0335 -1.1542 0.3865 -0.22 0.00 0.03 -1.117
N -0.1265 0.5530 -2.5446 -0.08 0.14 -0.36 -0.242
C 0.1212 0.0052 -1.5654 0.00 0.00 0.01 -0.153
H 2.3655 1.6849 1.4997 0.34 -0.15 0.14 0.107
H -1.1997 -1.6289 1.2619 0.04 0.03 -0.07 0.415
H -1.8322 -0.6564 0.0158 0.13 -0.06 0.08 0.422
```
Forces are in eV/Å.

Values from the calculation:
HOMO energy (alpha / beta) ... -9.11 / -8.39 eV

---

Entry 6:
Entry from OMol25: one molecule with the formula C29H35F3N2O4 (wB97M-V/def2-TZVPD).

```
73
Properties=species:S:1:pos:R:3:forces:R:3:nbo_charge:R:1
F -8.7220 -2.0606 0.8087 0.20 -0.11 0.19 -0.321
F -9.1919 -0.1749 -0.1121 0.09 0.20 -0.01 -0.327
F -8.8821 -1.9168 -1.3311 0.12 -0.04 -0.16 -0.327
O -0.8360 4.4262 -0.1522 0.39 -0.20 0.25 -0.735
O -0.5772 -3.4244 0.7848 -0.20 -0.09 0.11 -0.609
O -0.2846 -0.1171 0.6949 0.08 -0.30 0.24 -0.532
O -0.5375 2.0218 1.4603 -0.21 -0.23 0.10 -0.554
N 3.9872 -2.0655 0.1953 0.04 -0.01 0.13 -0.445
N 1.2245 -2.4719 -0.1788 0.31 -0.10 -0.05 -0.426
C 6.0515 -0.8091 -0.1010 0.07 0.08 0.07 0.058
C -1.9626 -1.1623 -0.6443 0.24 0.25 -0.03 -0.261
C 6.2752 -1.2528 -1.3992 0.02 0.00 0.03 -0.239
C 5.2224 -1.6461 0.8357 -0.02 -0.08 -0.01 -0.254
C -2.8174 3.2208 -0.9396 0.14 0.31 0.23 -0.442
C 7.5902 0.6985 -1.8623 0.06 0.10 -0.02 -0.217
C -0.8282 -1.1905 0.0465 -0.25 0.02 -0.09 0.229
C 3.2856 -3.0926 0.9424 -0.10 -0.18 -0.18 -0.224
C 2.0937 -3.5880 0.1241 0.06 -0.27 0.41 -0.230
C -6.5684 -0.0312 -1.3121 -0.07 -0.12 0.15 -0.175
C 1.2992 1.2225 2.8715 -0.24 0.13 -0.27 -0.636
C -8.4261 -1.2765 -0.2358 -0.33 -0.04 -0.05 0.974
C -6.0306 -1.5375 0.4913 -0.20 0.08 -0.08 -0.179
C -6.9670 -0.9427 -0.3427 -0.05 -0.02 0.03 -0.156
C 7.0373 -0.5029 -2.2754 0.01 -0.05 -0.06 -0.204
C -4.2810 -0.2971 -0.6076 -0.06 -0.02 -0.07 0.001
C -2.8236 0.0666 -0.7297 0.19 0.02 0.20 -0.281
C -2.4212 1.0272 0.4049 0.26 0.20 -0.01 -0.222
C -4.6945 -1.2104 0.3557 0.01 0.07 -0.07 -0.171
C 0.8589 2.1354 1.7343 0.35 -0.03 0.15 -0.065
C 3.1042 -0.9419 -0.0577 -0.15 0.02 -0.34 -0.234
C 7.3726 1.1464 -0.5714 0.08 0.10 -0.03 -0.209
C -0.0490 -2.4643 0.2544 -0.23 0.10 -0.06 0.645
C -3.1182 2.3895 0.3199 0.12 -0.15 -0.03 -0.418
C 1.9090 -1.4168 -0.8834 0.17 0.45 -0.02 -0.208
C 6.6036 0.3975 0.3035 -0.05 -0.11 0.03 -0.235
C -2.1562 4.5629 -0.6087 -0.44 -0.01 -0.32 -0.049
C -0.8904 1.1400 0.4464 -0.49 0.34 -0.53 0.400
C -5.2295 0.2856 -1.4394 -0.03 -0.05 0.04 -0.210
H -4.1921 2.2058 0.3876 0.02 0.04 0.09 0.226
H 2.2759 -1.8201 -1.8350 -0.03 0.09 0.03 0.198
H 2.9251 -2.7163 1.9170 0.02 -0.04 -0.03 0.169
H 5.7841 -2.5508 1.0919 -0.07 0.05 0.08 0.210
H 7.2046 -0.8560 -3.2825 0.01 -0.03 -0.08 0.213
H -2.8345 2.9566 1.2086 -0.11 0.02 0.04 0.219
H -2.7101 0.5684 1.3572 0.04 -0.06 -0.04 0.226
H 5.0322 -1.0910 1.7719 0.05 -0.05 -0.04 0.170
H 0.7357 1.4574 3.7706 -0.02 0.02 0.12 0.214
H -2.0945 5.1801 -1.5093 -0.09 -0.01 0.09 0.178
H 6.4343 0.7537 1.3102 -0.04 0.02 0.10 0.207
H 8.1883 1.2836 -2.5452 0.04 0.05 -0.06 0.213
H -2.7681 5.0982 0.1336 0.00 -0.02 -0.11 0.152
H -0.8304 3.7775 0.5677 0.04 0.04 -0.02 0.477
H 1.5154 -4.3267 0.6803 0.09 0.06 -0.11 0.250
H -0.4945 1.5033 -0.5267 -0.05 -0.08 0.23 0.150
H 1.4299 1.9262 0.8225 -0.02 0.07 0.01 0.175
H -7.3050 0.4221 -1.9579 -0.06 0.05 -0.07 0.228
H 1.1199 0.1822 2.6145 0.06 -0.04 0.03 0.225
H 1.2327 -0.5898 -1.0893 0.02 -0.06 -0.02 0.221
H 3.9694 -3.9245 1.1246 -0.02 0.02 0.04 0.207
H -2.6699 0.5583 -1.6980 -0.06 0.00 0.06 0.221
H -6.3462 -2.2491 1.2383 -0.03 -0.05 0.05 0.232
H 5.8374 -2.1885 -1.7120 -0.06 -0.10 -0.05 0.223
H -2.3078 -2.0591 -1.1305 0.05 -0.23 0.01 0.236
H -3.9617 -1.6778 0.9959 0.11 -0.07 0.09 0.224
H 2.4518 -4.0281 -0.8122 -0.01 -0.02 0.05 0.196
H -3.7416 3.4244 -1.4814 -0.02 -0.03 -0.09 0.213
H -4.9196 0.9915 -2.1954 0.07 0.09 -0.10 0.215
H 1.0162 3.1813 2.0143 0.04 -0.10 -0.11 0.192
H 7.7998 2.0830 -0.2440 0.03 0.08 0.02 0.213
H 2.7384 -0.4934 0.8830 0.01 0.01 -0.01 0.169
H 3.6579 -0.1829 -0.6146 -0.07 0.02 0.02 0.217
H 2.3581 1.3718 3.0682 0.13 0.02 0.06 0.210
H -2.1509 2.6813 -1.6138 0.01 0.01 -0.14 0.198
```
Forces are in eV/Å.

Values from the calculation:
SMILES string ... CCO[C@H]1OC(C(=O)N2CCN(Cc3ccccc3)CC2)=C[C@@H](c2ccc(C(F)(F)F)cc2)[C@@H]1CCCO
HOMO energy ... -8.97 eV

---

Entry 7:
Entry from OMol25: a 2-piece molecular cluster, CH3FOS overall in a non-equilibrium geometry (wB97M-V/def2-TZVPD).

```
7
Properties=species:S:1:pos:R:3:forces:R:3:nbo_charge:R:1
S 0.6427 -1.4205 0.0285 0.55 0.93 0.12 0.056
F -2.4922 0.3702 0.0698 0.09 1.43 -0.26 -0.169
O -2.8292 -0.9701 -0.0873 -0.28 -0.52 -0.04 -0.295
C 0.9246 0.1824 0.0665 1.56 -1.08 -1.44 -0.467
H 1.9147 0.6563 -0.3592 -2.10 -0.84 1.10 0.211
H -2.3500 -1.2492 0.6966 0.23 -0.90 0.26 0.463
H 0.0797 0.7662 0.3561 -0.05 0.98 0.27 0.200
```
Forces are in eV/Å.

Values from the calculation:
SMILES string ... C=S.OF
HOMO energy ... -9.13 eV

---

Entry 8:
Entry from OMol25: an isolated ion of composition C4H8IN2S and charge +1 in a non-equilibrium geometry (wB97M-V/def2-TZVPD).

```
16
Properties=species:S:1:pos:R:3:forces:R:3:nbo_charge:R:1
I -4.1053 -1.6592 -1.6726 0.57 0.56 0.77 -0.097
S -1.9443 -0.3815 -0.9037 -1.16 -0.21 2.44 0.563
N 1.3744 -1.2358 0.0212 -2.41 3.72 -0.68 -0.754
N -0.0545 0.4701 -0.7861 2.34 -0.19 1.48 -0.781
C -2.4323 0.2504 1.9342 -1.02 1.32 3.18 -0.456
C 1.1490 0.0733 -0.3693 -0.37 -2.24 -1.42 0.547
C 2.3876 0.7749 -0.7053 1.87 -0.89 0.80 -0.699
C -2.1292 0.0131 0.7388 -0.06 -1.37 -5.10 0.047
H 2.2704 -1.5663 0.2326 1.02 -0.51 0.61 0.425
H 2.2164 1.7724 -0.8590 -0.39 2.56 -0.56 0.240
H -2.9975 1.1891 2.2771 0.87 -1.27 -0.81 0.327
H 2.7269 0.3220 -1.6231 0.18 -0.05 -0.54 0.266
H 0.5161 -1.6449 0.2656 -0.49 -1.69 0.51 0.399
H -0.0861 1.3283 -1.3186 0.39 0.33 0.29 0.402
H 3.2712 0.7145 -0.0076 -1.26 -0.31 -0.29 0.260
H -2.1629 -0.4205 2.7757 -0.10 0.24 -0.68 0.312
```
Forces are in eV/Å.

Values from the calculation:
Charge ... +1
HOMO energy ... -12.51 eV

---

Please write out number 4 again, unchanged.
Entry from OMol25: C8H14N2O6Sc as an isolated structure in a non-equilibrium geometry (wB97M-V/def2-TZVPD).

```
31
Properties=species:S:1:pos:R:3:forces:R:3:nbo_charge:R:1
Sc -0.1342 -0.0316 0.7159 0.77 1.15 1.68 1.735
O -1.1603 -1.2973 -0.6084 -0.17 -0.31 -0.39 -0.679
O -0.0619 1.4667 -0.3564 -0.18 1.73 -1.07 -0.802
O 1.9210 0.3078 1.3474 0.50 -0.16 0.15 -0.730
O 0.6676 2.7969 -2.0098 -0.09 -0.10 0.13 -0.540
O 0.3118 -1.9877 0.8348 0.34 -1.24 -0.03 -0.678
O -1.6528 0.4374 1.8562 -1.12 0.26 0.64 -0.711
N -3.5753 -0.3725 1.0371 0.15 -0.01 -0.04 -0.727
N 1.4309 -0.5629 -1.2578 -0.10 -0.07 -0.13 -0.452
C -3.6272 1.7377 2.2225 0.06 0.07 0.06 -0.708
C 0.9555 0.4187 -2.2384 -0.08 0.22 0.17 -0.341
C -2.9008 0.5502 1.6925 -0.34 0.07 0.14 0.750
C 2.8180 -0.3745 -0.8197 -0.13 0.04 0.33 -0.248
C 0.5055 1.7141 -1.5233 0.40 -0.04 -0.65 0.785
C 0.9828 -1.9619 -1.4487 -0.10 0.03 0.08 -0.301
C 2.9291 -0.5161 0.6991 0.06 -0.15 -0.33 -0.083
C -0.0771 -1.9059 -0.3691 0.02 -1.61 -0.81 0.747
H 1.7664 -2.6735 -1.2028 0.03 0.01 -0.02 0.233
H -4.6966 1.5625 2.3060 0.00 0.01 0.00 0.240
H -3.0756 -1.1319 0.5950 0.04 -0.07 -0.04 0.437
H 0.0707 0.0271 -2.7414 0.02 -0.05 -0.01 0.243
H 2.7284 -1.5357 1.0145 -0.01 0.01 0.07 0.219
H 1.7053 0.6657 -2.9902 0.01 -0.02 -0.01 0.231
H 0.5829 -2.1482 -2.4417 0.03 0.02 -0.02 0.237
H -3.4561 2.5722 1.5383 0.01 -0.03 -0.02 0.273
H 3.4938 -1.0900 -1.2955 0.05 0.03 -0.04 0.221
H 3.9189 -0.2219 1.0433 -0.02 0.01 0.06 0.214
H -3.2135 2.0222 3.1870 0.00 -0.05 0.02 0.265
H 2.2780 1.1959 1.4484 -0.11 0.20 0.06 0.522
H -4.5647 -0.2934 0.8755 -0.04 0.08 0.06 0.425
H 3.1298 0.6298 -1.1106 -0.01 0.00 -0.04 0.224
```
Forces are in eV/Å.

Values from the calculation:
Charge ... +1
HOMO energy ... -12.94 eV